Record 1
Formula: CH4OS2
Source: the Open Molecules 2025 dataset
Level of theory: ωB97M-V with the def2-TZVPD basis set

```
8
Properties=species:S:1:pos:R:3:forces:R:3:lowdin_charge:R:1
C -0.33719 -0.79600 0.21304 1.363 1.786 0.902 -0.309
O -1.44829 -0.43366 0.79926 -0.087 -1.034 1.282 -0.575
S 1.22405 1.07128 0.25963 -1.134 -2.001 -3.144 0.443
S -2.18022 0.80654 -0.00550 -0.050 0.698 -0.866 0.825
H 0.27225 -1.47616 0.74064 0.331 -0.814 0.457 0.068
H -0.38084 -0.78502 -0.84312 0.422 -0.247 -1.088 0.048
H 1.48768 1.42304 1.44427 0.046 0.296 2.570 -0.317
H -0.92708 1.03773 -0.52120 -0.892 1.316 -0.115 -0.184
```
Forces are in eV/Å.

Calculated values
- E_LUMO (eV) = -0.19
- highest occupied orbital energy (eV) = -8.8
- energy (hartree) = -911.99233
- orbital gap (eV) = 8.632
- energy relative to the best compared isomer or geometry (same formula, charge and spin) (kJ/mol) = 260.5
- total charge = 0
- spin multiplicity = 1

---

Record 2
Formula: C13H40N2O9P2RuSi4
Source: the Open Molecules 2025 dataset
Level of theory: ωB97M-V with the def2-TZVPD basis set

```
71
Properties=species:S:1:pos:R:3:forces:R:3:lowdin_charge:R:1
Ru -0.87992 -0.13102 0.33043 -0.002 -0.113 -0.117 1.238
C -3.82784 0.45314 4.36846 0.023 0.036 -0.026 -0.060
C -3.69633 0.34970 2.84929 -0.063 -0.094 0.129 -0.586
O -4.98730 0.42481 2.22018 0.032 0.000 -0.051 -0.068
P -2.87162 1.81813 2.15267 -0.170 0.041 0.622 0.474
O -3.97711 2.93569 2.21265 -0.189 -0.010 -0.158 -0.065
O -1.75953 2.35919 3.12640 0.149 -0.038 0.140 -0.080
O -2.25227 1.58380 0.82599 0.311 -0.144 -0.560 -0.366
P -2.87223 -1.24359 2.38391 0.049 0.229 -0.148 0.329
O -1.34419 -0.88843 2.88736 -0.051 -0.084 -0.062 -0.208
O -3.49039 -2.34436 3.12812 -0.010 -0.041 0.003 -0.247
O -2.72659 -1.26481 0.86983 0.080 0.098 0.128 -0.392
H -4.35266 1.36848 4.64900 -0.005 -0.002 -0.002 0.092
H -2.85127 0.43488 4.85251 0.004 -0.004 -0.001 0.087
H -4.39639 -0.40312 4.72969 -0.001 -0.001 -0.003 0.093
H -5.47272 -0.39320 2.39425 0.016 0.003 0.029 0.117
H -4.86436 2.55771 2.08241 -0.025 0.064 -0.029 0.103
H -2.07096 2.82808 3.91162 -0.014 -0.011 -0.023 0.112
H -1.03902 -1.49080 3.57920 0.018 0.032 0.029 0.098
C -1.39059 -4.78606 -1.18917 0.031 -0.024 -0.020 0.005
O -2.12054 -3.70197 -1.80023 -0.006 -0.017 -0.035 0.014
C -1.71500 -2.49104 -1.48667 -0.027 0.053 0.128 -0.597
O -0.74217 -2.24461 -0.78120 0.040 0.033 -0.003 -0.068
N -2.48630 -1.54348 -2.07586 0.004 0.060 -0.096 0.036
N -2.33416 -0.21270 -1.67252 -0.022 -0.049 0.048 0.012
H -1.88161 -5.68762 -1.53626 0.003 -0.007 0.003 0.102
H -1.44938 -4.70597 -0.10649 0.002 0.002 -0.001 0.104
H -0.35295 -4.76393 -1.51533 -0.011 -0.017 0.018 0.092
H -3.35864 -1.83527 -2.49035 0.013 -0.005 0.007 0.168
H -3.16320 0.09550 -1.17119 -0.004 0.037 -0.016 0.094
H -2.15367 0.37598 -2.47753 -0.004 0.013 0.002 0.108
C 0.95485 3.32235 -2.69220 -0.013 -0.029 -0.024 -0.218
Si 1.51530 2.78972 -0.98698 0.025 -0.015 0.049 0.330
C 3.34019 3.15378 -0.75142 0.001 -0.001 -0.027 -0.208
C 0.49960 3.65050 0.32704 -0.026 -0.044 0.021 -0.217
Si 1.27379 0.44344 -0.87807 -0.200 0.017 0.063 0.452
Si 2.01626 -0.73772 -2.76168 -0.039 -0.012 0.012 0.336
C 3.59001 0.06444 -3.37780 0.024 0.014 -0.005 -0.210
C 0.65712 -0.59062 -4.04787 0.002 -0.010 -0.020 -0.209
C 2.31021 -2.53661 -2.34177 0.016 -0.009 0.006 -0.203
Si 2.12054 -0.45836 1.18537 0.028 0.088 0.029 0.322
C 3.96312 -0.46315 0.81444 -0.011 -0.017 -0.018 -0.198
C 1.79142 0.69872 2.62154 0.018 -0.009 0.015 -0.213
C 1.58039 -2.21378 1.53444 -0.024 -0.082 -0.037 -0.212
H 1.08756 4.39929 -2.81930 0.003 0.002 0.000 0.040
H -0.10211 3.09653 -2.84929 -0.007 0.015 0.006 0.027
H 1.52423 2.82039 -3.47674 0.015 0.014 -0.011 0.019
H 3.52666 4.22283 -0.88356 -0.002 0.002 0.003 0.041
H 3.95130 2.61468 -1.47821 0.004 0.009 0.009 0.024
H 3.68274 2.87858 0.24813 -0.017 0.009 0.002 0.022
H 0.72227 4.72044 0.33168 0.004 0.000 -0.012 0.042
H 0.70567 3.26023 1.32655 -0.003 0.019 -0.028 0.014
H -0.56774 3.52506 0.13603 0.004 0.011 0.013 0.015
H 3.43118 1.11215 -3.64025 0.003 0.008 -0.001 0.021
H 3.95378 -0.44877 -4.27144 -0.007 -0.007 0.001 0.040
H 4.38064 0.02219 -2.62559 -0.006 0.002 -0.002 0.030
H 0.40352 0.45318 -4.24704 0.000 -0.001 0.008 0.023
H -0.24664 -1.11281 -3.72425 -0.002 0.010 0.000 0.009
H 0.97673 -1.03799 -4.99241 -0.002 -0.006 -0.001 0.041
H 3.12353 -2.65644 -1.62338 0.002 -0.004 -0.001 0.025
H 2.58303 -3.09111 -3.24300 -0.002 -0.004 -0.006 0.042
H 1.41094 -2.98466 -1.91696 0.014 -0.001 0.001 0.002
H 4.33316 0.53637 0.58316 -0.001 -0.002 0.003 0.023
H 4.19856 -1.11741 -0.02643 0.009 -0.002 0.006 0.022
H 4.50320 -0.83271 1.69131 0.001 0.001 0.006 0.046
H 2.17962 1.69759 2.40827 -0.001 -0.028 0.003 0.026
H 2.31374 0.32500 3.50728 0.005 0.011 0.000 0.044
H 0.73430 0.79536 2.87555 -0.012 0.000 -0.013 -0.002
H 1.80474 -2.84939 0.67576 0.007 -0.007 0.004 0.027
H 0.51570 -2.32626 1.74444 0.013 0.005 0.007 -0.002
H 2.13777 -2.59819 2.39348 0.001 0.013 0.005 0.047
```
Forces are in eV/Å.

Calculated values
- <S²> = 8.7612
- E_LUMO (spin up / spin down) (eV) = -2.04 / -4.34
- highest occupied orbital energy (spin up / spin down) (eV) = -10.0 / -11.5
- energy (hartree) = -3241.61450
- orbital gap (spin up / spin down) (eV) = 7.931 / 7.174
- energy relative to the best compared isomer or geometry (same formula, charge and spin) (kJ/mol) = 0.0
- total charge = +1
- spin multiplicity = 6

---

Record 3
Formula: H14NO10Zn
Source: the Open Molecules 2025 dataset
Level of theory: ωB97M-V with the def2-TZVPD basis set

```
26
Properties=species:S:1:pos:R:3:forces:R:3:lowdin_charge:R:1
Zn -10.22700 20.79400 -6.91700 1.708 1.563 -2.193 1.207
N -8.45900 23.23700 -7.73900 7.565 -0.664 0.483 -0.462
O -7.91500 22.73800 -8.76400 -2.053 0.459 -0.474 -0.031
O -9.39100 22.65600 -7.21200 -4.669 -1.514 1.668 -0.067
O -7.75000 23.99700 -7.05100 -2.702 0.576 -0.832 0.055
O -6.09700 22.45900 -5.40800 0.783 0.499 1.734 -0.094
H -5.73300 22.74400 -4.51200 -0.677 -0.678 -1.677 0.103
H -5.48000 22.87300 -6.04100 0.023 -0.056 -0.085 0.016
O -5.49400 22.41100 -9.96500 -0.647 0.037 -1.073 -0.067
H -5.84200 22.65000 -10.84700 0.780 -0.109 0.339 0.059
H -6.31800 22.45700 -9.46300 0.250 0.119 0.493 -0.030
O -8.42900 19.85800 -7.56700 -2.025 -0.189 1.057 0.021
H -8.28000 19.70600 -8.49400 0.257 0.048 -0.760 0.090
H -7.62100 20.12300 -7.14600 1.075 0.378 0.369 0.092
O -9.53300 21.50200 -10.91500 0.969 0.813 0.572 -0.063
H -9.28200 20.73900 -11.45300 0.205 0.428 -0.109 0.070
H -8.76200 22.15500 -10.86600 -1.490 -1.475 -0.043 0.091
O -5.13000 24.00400 -7.59600 2.348 -0.232 -0.174 -0.056
H -6.05800 24.02900 -7.43500 -1.162 0.307 -0.797 -0.046
H -4.87400 23.83900 -8.53200 -0.840 0.010 0.961 0.054
O -11.21900 20.95500 -8.72200 -0.725 -1.446 1.248 -0.031
H -10.56700 21.20600 -9.40600 0.513 0.323 -0.904 0.034
H -11.78700 20.22700 -9.08000 0.579 0.912 0.237 0.132
O -8.36100 23.80300 -4.10700 0.430 -1.220 0.901 -0.045
H -7.72900 23.48600 -4.75500 0.482 -0.253 -0.217 -0.035
H -8.83800 24.43700 -4.59500 -0.977 1.366 -0.722 0.002
```
Forces are in eV/Å.

Calculated values
- E_LUMO (eV) = -7.67
- highest occupied orbital energy (eV) = -13.3
- energy (hartree) = -2594.45342
- orbital gap (eV) = 5.593
- total charge = +1
- spin multiplicity = 1

---

Record 4
Formula: C4H6O2
Source: the Open Molecules 2025 dataset
Level of theory: ωB97M-V with the def2-TZVPD basis set

```
12
Properties=species:S:1:pos:R:3:forces:R:3:lowdin_charge:R:1
O 1.98866 1.00056 0.86709 0.030 -0.370 -0.277 0.080
C 2.05612 0.22311 -0.04457 0.064 0.274 0.296 -0.337
O 1.08655 -0.59456 -0.48054 0.060 0.089 -0.036 0.008
C -0.14580 -0.62589 0.21894 -0.154 -0.041 0.145 -0.301
C -1.35906 -0.39431 -0.61867 -0.111 -0.108 -0.124 -0.086
C -0.95017 0.61524 0.41925 0.000 0.160 0.128 -0.091
H 2.94583 0.07088 -0.67316 -0.077 0.050 0.039 0.145
H -0.15377 -1.39232 0.99019 -0.009 0.148 -0.156 0.154
H -1.17380 -0.12244 -1.65253 -0.014 -0.107 0.113 0.110
H -2.23215 -1.01703 -0.45259 0.124 0.116 -0.005 0.102
H -0.52743 1.56032 0.09461 -0.065 -0.209 -0.016 0.109
H -1.53497 0.67643 1.33199 0.151 -0.003 -0.106 0.108
```
Forces are in eV/Å.

Calculated values
- E_LUMO (eV) = 1.04
- highest occupied orbital energy (eV) = -10.5
- energy (hartree) = -306.45755
- orbital gap (eV) = 11.552
- energy relative to the best compared isomer or geometry (same formula, charge and spin) (kJ/mol) = 128.0
- SMILES string = O=COC1CC1
- total charge = 0
- spin multiplicity = 1

---

Q: Which of these has the highest energy?
A: C4H6O2

---

Q: Number 3 is which compound?
A: H14NO10Zn